a | Formula: C8H12ClN2O2S
Source: the OMol25 dataset
Level of theory: the ωB97M-V functional and the def2-TZVPD basis

Each line ends with the Löwdin charge.
Atoms and positions in Å:
C  2.24091  -2.71557  -0.02507  -0.08
C  1.58016  -1.08336  1.47926  -0.28
C  0.47491  -1.19397  -0.52160  -0.38
C  1.48861  -1.98130  -0.99978  0.02
C  2.63262  0.61079  -0.20064  -0.96
C  -2.04645  0.75547  -2.17446  -0.06
C  1.12567  2.17350  1.54626  -0.30
C  -1.57573  0.03302  -0.95719  -0.23
N  2.18644  -2.33729  1.23544  0.09
N  2.78339  -0.05088  0.97744  0.02
O  0.45868  -0.82923  0.75280  0.07
O  -0.45397  -0.74028  -1.32010  0.03
S  1.39240  1.91432  -0.25502  0.96
Cl  3.91878  0.57087  -1.33385  0.77
H  2.80589  -3.62869  -0.19197  0.13
H  1.41066  -0.94636  2.59634  0.19
H  1.36170  -2.34541  -2.08509  0.17
H  -1.22695  1.24503  -2.74424  0.09
H  -2.65851  0.24353  -2.86487  0.06
H  -2.77974  1.65600  -1.82250  0.15
H  0.17488  1.71418  1.85393  0.05
H  1.12480  3.35083  1.61894  0.10
H  1.90816  1.60907  1.99557  0.01
H  -2.20172  -0.62126  -0.44037  0.11
H  -1.31204  0.83754  -0.13218  0.14
H  3.61035  -0.67210  1.03787  0.14

Output
HOMO-LUMO gap (alpha / beta)	8.005 / 8.006	eV
LUMO level (alpha / beta)	-4.9 / -4.9	eV
charge	+1
highest occupied orbital energy (alpha / beta)	-0.47286 / -0.47287	Ha


b | Formula: C8H12ClN2O2S
Source: the OMol25 dataset
Level of theory: the ωB97M-V functional and the def2-TZVPD basis

Each line ends with the Löwdin charge.
Atoms and positions in Å:
C  2.24799  -1.37099  -1.82990  -0.02
C  1.51034  -0.78190  -0.57754  -0.22
O  0.27515  -0.24789  -0.96850  -0.12
C  -0.69123  0.21659  -0.13365  -0.69
S  -2.27322  -0.31641  -0.92685  0.96
C  -1.74677  -2.03037  -1.36311  -0.30
O  -0.74685  -0.35420  1.11495  -0.02
C  -0.21199  0.37508  2.10362  -0.33
N  1.03093  0.99314  1.67535  0.16
C  0.87628  1.75130  0.67209  -0.07
C  -0.54305  1.96616  0.14486  -0.08
C  -1.41419  2.16536  1.28980  -0.58
Cl  -2.65906  3.38765  1.22761  0.82
N  -1.26495  1.40504  2.35771  0.18
H  3.29394  -1.64842  -1.51761  0.11
H  1.79358  -2.23746  -2.12946  0.04
H  2.35643  -0.64990  -2.65240  0.09
H  2.17354  -0.15343  -0.10840  0.07
H  1.32684  -1.61837  0.10315  0.14
H  -2.59153  -2.72289  -1.15662  0.07
H  -0.78743  -2.17815  -0.83808  0.05
H  -1.46659  -2.11202  -2.34641  0.01
H  0.02499  -0.17798  3.10387  0.21
H  1.74806  2.23846  0.27727  0.15
H  -0.73153  2.41648  -0.85120  0.17
H  -1.52969  1.68516  3.32944  0.21

Output
HOMO-LUMO gap	7.314	eV
SMILES	CCO[C@@]1(SC)O[C@H]2N=C[C@@H]1C(Cl)=[NH+]2
LUMO level	-5.1	eV
charge	+1
highest occupied orbital energy	-0.45682	Ha


Q: Which of them is the most stable? A: a.